# 1
ORCA calculation (ωB97M-V/def2-TZVPD) on a 8-piece molecular cluster, C5H21NO7 overall.

Last column: natural (NBO) charge in e.
Atoms and positions in Å:
C (-0.39173, -2.01379, 0.94662)  -0.64
C (0.01564, -1.75125, -0.42850)  -0.12
C (-0.52374, -2.32907, -1.58172)  -0.07
N (-0.17073, -1.51370, -2.61083)  -0.49
C (0.62564, -0.47083, -2.24183)  -0.08
C (0.85609, -0.68462, -0.88657)  -0.33
H (-1.00825, -1.16822, 1.29296)  0.22
H (-1.15650, -2.79909, 1.00240)  0.22
H (0.29485, -2.23624, 1.75226)  0.22
H (-1.11789, -3.20492, -1.48631)  0.23
H (-0.63812, -1.47138, -3.50270)  0.42
H (1.18659, 0.18812, -2.88296)  0.22
H (1.43285, -0.14153, -0.15850)  0.19
H (-0.54481, 3.18316, -0.21160)  0.48
H (0.78655, 2.59237, 0.03223)  0.49
O (0.30963, 3.10174, -0.65159)  -0.98
H (0.97784, 1.01998, 1.79591)  0.50
H (-0.14342, 1.84468, 2.52977)  0.51
O (0.42226, 1.80973, 1.75192)  -0.99
H (-2.16338, 1.69261, -0.56083)  0.52
H (-1.34706, 1.15699, 0.72888)  0.49
O (-2.17639, 1.52849, 0.41041)  -1.03
H (-0.61428, 1.99906, -2.29219)  0.50
H (-1.75399, 2.93826, -2.54313)  0.48
O (-1.58154, 2.04928, -2.21412)  -0.96
H (3.42020, -2.22159, -1.37625)  0.47
H (2.36979, -2.43923, -0.26436)  0.48
O (3.25899, -2.67833, -0.55138)  -0.95
H (-2.78782, 1.09171, 2.34704)  0.48
H (-2.33598, 2.38963, 2.41697)  0.47
O (-2.57914, 1.71795, 3.07404)  -0.95
H (2.40525, -1.64841, 2.67121)  0.49
H (2.45311, -0.76638, 1.38033)  0.48
O (2.21948, -0.76521, 2.31242)  -0.96



# 2
ORCA calculation (ωB97M-V/def2-TZVPD) on one molecule with the formula C6H8N4O2.

Last column: natural (NBO) charge in e.
Atoms and positions in Å:
C (0.37520, 2.88013, 2.56858)  0.12
C (0.12723, 1.04864, 1.62856)  0.65
C (-0.58018, -0.26990, -0.38827)  0.66
C (-0.30414, -2.50514, -1.62074)  0.68
C (-1.21038, 0.98223, -1.02943)  -0.71
C (0.95654, -2.49481, -2.39166)  -0.70
N (0.00029, 2.29511, 1.34548)  -0.54
N (0.70286, 1.97707, 3.47651)  -0.27
N (0.59406, 0.75097, 2.94825)  -0.39
N (-0.38532, -1.31290, -1.01348)  -0.51
O (-0.02871, -0.07328, 0.93697)  -0.51
O (-1.14769, -3.34396, -1.67657)  -0.57
H (0.40499, 3.95977, 2.73654)  0.21
H (-2.21842, 0.70977, -1.35600)  0.24
H (-1.28904, 1.82437, -0.28684)  0.27
H (-0.55653, 1.16924, -1.91243)  0.24
H (1.36820, -3.37988, -2.04458)  0.24
H (0.80207, -2.43868, -3.54134)  0.25
H (1.66871, -1.80042, -1.91260)  0.22
H (0.72025, 0.02167, 3.53304)  0.42



# 3
ORCA calculation (ωB97M-V/def2-TZVPD) on a 2-piece molecular cluster, C5H15NO overall.

Last column: natural (NBO) charge in e.
Atoms and positions in Å:
C (1.02414, -0.89263, -0.34852)  -0.22
C (1.22530, 0.25130, 0.62339)  -0.41
C (-0.04836, 1.01520, 0.99957)  -0.23
C (0.32438, 2.31489, 1.72947)  -0.61
C (-0.93321, 1.32122, -0.19833)  -0.62
N (0.13103, -1.96454, 0.12621)  -0.83
H (1.97023, -1.34668, -0.61109)  0.19
H (0.57079, -0.48437, -1.25179)  0.19
H (1.73728, -0.01720, 1.56380)  0.20
H (1.88279, 1.00515, 0.17565)  0.20
H (-0.62902, 0.41385, 1.70620)  0.19
H (-0.25798, 2.44309, 2.64333)  0.21
H (0.12633, 3.18485, 1.09820)  0.21
H (1.37821, 2.36847, 2.01315)  0.21
H (-1.81681, 1.86894, 0.11232)  0.21
H (-1.33386, 0.43946, -0.69644)  0.21
H (-0.41198, 1.90893, -0.95749)  0.20
H (-0.64877, -1.56144, 0.62824)  0.35
H (0.64983, -2.53132, 0.79655)  0.35
H (-2.26215, -3.73391, -3.22264)  0.47
H (-0.87614, -3.11070, -3.53731)  0.47
O (-1.80205, -2.89257, -3.39245)  -0.94



# 4
ORCA calculation (ωB97M-V/def2-TZVPD) on C10H17Cl2NSc as an isolated structure.

Last column: natural (NBO) charge in e.
Atoms and positions in Å:
Sc (-1.16794, 0.87163, -1.67274)  0.98
Cl (-2.49483, 1.40049, 0.10129)  -0.55
Cl (-1.22958, -1.37113, -2.32166)  -0.57
C (-2.56671, 1.32079, -3.25126)  -1.24
H (-1.86736, 1.07392, -4.10179)  0.15
H (-2.43348, 2.44606, -3.15882)  0.13
C (1.73214, 0.75440, -0.23770)  -0.10
C (1.01167, 1.53436, -0.97456)  -0.29
H (1.72611, -0.32799, -0.43522)  0.23
C (0.49257, 2.86206, -0.40036)  -0.49
H (0.74789, 1.42174, -2.12653)  0.21
C (1.57998, 3.58495, 0.45213)  -0.38
H (0.11693, 3.54329, -1.18171)  0.23
H (-0.34507, 2.63954, 0.30819)  0.27
C (2.15998, 2.61002, 1.50742)  -0.40
H (2.37281, 3.96741, -0.21711)  0.19
H (1.15589, 4.47425, 0.98567)  0.21
C (2.46536, 1.15813, 1.02500)  -0.45
H (3.08514, 3.03898, 1.94966)  0.20
H (1.41237, 2.51054, 2.31547)  0.20
H (3.57161, 1.03761, 0.95108)  0.21
H (2.22300, 0.44121, 1.82755)  0.22
C (-1.48565, -4.40116, 0.32344)  -0.59
C (-1.00992, -3.40285, 1.39593)  -0.50
C (-0.68829, -2.08495, 0.85669)  0.33
N (-0.47400, -1.01508, 0.45213)  -0.34
H (-2.20840, -3.92598, -0.34735)  0.25
H (-1.95783, -5.27721, 0.77477)  0.20
H (-0.63750, -4.74489, -0.27819)  0.21
H (-1.79282, -3.27600, 2.16112)  0.24
H (-0.12213, -3.80454, 1.91418)  0.23

As for the total charge: -1.



Kohn-Sham gap: 9.183; 10.124; 10.264; 4.281 (eV)
Energy above the lowest of the compared OMol25 structures with the same formula, charge and spin: 40.7; 74.4; 13.9; 42.5 (kcal/mol)